Density functional theory data (wB97M-V/def2-TZVPD) for C21H17BrN5O6SZn as an isolated structure at a distorted geometry.

Geometry as ORCA input:
```
! RIJCOSX wB97M-V def2-TZVPD def2/J DEFGRID3
* xyz -1 1
Zn 8.91 10.12 6.70
Br 4.78 7.63 11.63
C 6.31 8.39 10.68
C 7.39 7.59 10.22
C 8.47 8.20 9.61
C 8.49 9.56 9.37
O 9.46 10.11 8.59
C 7.35 10.36 9.76
C 7.35 11.79 9.47
N 6.54 12.65 9.99
C 6.80 14.02 9.67
C 6.60 14.89 10.70
C 6.92 16.27 10.53
C 7.38 16.74 9.32
C 7.46 15.85 8.24
C 7.73 16.37 6.96
C 7.90 15.48 5.94
C 7.56 14.13 6.18
N 7.10 13.67 7.33
C 7.19 14.49 8.42
C 6.32 9.75 10.38
H 7.26 6.51 10.38
H 9.36 7.63 9.38
H 8.14 12.11 8.77
H 6.37 14.50 11.66
H 6.91 16.93 11.39
H 7.77 17.76 9.16
H 7.77 17.49 6.85
H 8.19 15.84 4.93
H 7.53 13.48 5.33
H 5.36 10.34 10.61
C 7.30 5.18 7.56
N 6.88 6.43 6.96
C 5.58 6.49 6.50
C 5.16 7.64 5.87
C 6.07 8.74 5.87
N 7.36 8.65 6.30
C 7.83 7.44 6.70
O 9.00 7.21 6.83
N 5.57 9.89 5.45
H 7.27 5.19 8.66
H 8.38 5.11 7.34
H 6.80 4.36 7.16
H 5.00 5.60 6.77
H 4.14 7.79 5.62
H 4.57 9.84 5.25
H 6.16 10.75 5.35
O 8.03 10.45 3.35
S 8.77 11.26 4.29
O 9.87 10.45 5.02
O 7.80 11.49 5.51
O 9.31 12.58 3.98
*
```

- E: -171088.512 eV
- Gap between HOMO and LUMO: 7.6 eV
- Relative energy (zero: lowest compared OMol25 entry of this formula, charge and spin): 0.6695 eV
- E_LUMO: 2.3 eV